Below is a molecular structure, C30H22CoN5O3S5, with properties calculated with wB97M-V/def2-TZVPD.

HOMO in eV: -7.696
Molar mass in g mol⁻¹: 719.81
E in a.u.: -5029.71240
Maximum force in hartree/bohr: 0.011
Gap between HOMO and LUMO in eV: 6.9

Geometry as ORCA input:
```
! RIJCOSX wB97M-V def2-TZVPD def2/J DEFGRID3
* xyz 0 1
Co -0.049 0.788 -0.015
O 0.474 1.605 4.286
C 0.152 0.351 4.666
C 0.155 0.086 6.036
C -0.170 -1.169 6.505
C -0.505 -2.192 5.620
C -0.499 -1.938 4.266
C -0.169 -0.675 3.764
C -0.156 -0.452 2.307
O 0.007 0.772 1.872
N -0.294 -1.469 1.501
N -0.268 -1.026 0.187
C -0.472 -1.864 -0.762
C -0.455 -1.527 -2.159
C -0.683 -2.567 -3.078
C -0.675 -2.347 -4.432
C -0.433 -1.048 -4.897
C -0.208 -0.010 -4.026
C -0.210 -0.211 -2.629
O 0.025 0.821 -1.863
H 0.368 1.650 3.316
H 0.412 0.893 6.709
H -0.168 -1.355 7.571
H -0.769 -3.174 5.989
H -0.753 -2.713 3.556
H -0.657 -2.894 -0.466
H -0.871 -3.562 -2.691
H -0.854 -3.157 -5.125
H -0.425 -0.855 -5.962
H -0.027 0.994 -4.386
N 7.156 1.139 0.050
C 8.411 0.569 0.053
C 9.693 1.113 0.066
C 10.741 0.216 0.065
C 10.525 -1.174 0.051
C 9.253 -1.703 0.039
C 8.178 -0.812 0.040
N 6.819 -1.066 0.030
C 6.253 0.107 0.037
C 4.799 0.306 0.030
C 3.960 -0.801 0.018
C 2.594 -0.617 0.014
N 2.012 0.592 0.013
C 2.824 1.650 0.037
C 4.202 1.560 0.045
H 6.950 2.121 0.062
H 9.864 2.181 0.077
H 11.756 0.590 0.074
H 11.380 -1.836 0.051
H 9.079 -2.771 0.029
H 4.382 -1.795 0.017
H 1.937 -1.471 0.015
H 2.358 2.620 0.070
H 4.776 2.475 0.069
C 0.383 3.874 -1.457
S -0.095 3.149 0.133
C -1.817 3.443 0.074
C -2.687 2.421 0.052
S -2.287 0.744 -0.013
S -4.368 2.885 0.123
C -4.138 4.610 0.156
S -5.363 5.676 0.307
S -2.464 5.063 0.198
H 1.463 4.002 -1.478
H -0.078 4.855 -1.540
H 0.060 3.225 -2.268
*
```

Results of the Mulliken charge analysis, in e, for atoms 1 through 2: Co 0.521; O -0.709

Below is a molecular structure, C30H22FeO5, with properties calculated with wB97M-V/def2-TZVPD.

HOMO (spin up / spin down) in eV: -6.123 / -8.559
⟨S²⟩: 6.123
ΔE to the lowest compared entry with this formula, charge and spin in kJ/mol: 7.2
Molar mass in g mol⁻¹: 518.35
E in a.u.: -2796.06747
Maximum force in hartree/bohr: 0.108
Gap between HOMO and LUMO (spin up / spin down) in eV: 5.9 / 6.1

Geometry as ORCA input:
```
! RIJCOSX wB97M-V def2-TZVPD def2/J DEFGRID3
* xyz 0 5
O 5.266 -4.787 -1.377
C 4.926 -3.716 -1.680
Fe 4.762 -2.052 -2.152
C 5.891 -1.243 -1.063
O 6.666 -1.111 -0.203
C 5.973 -2.220 -3.402
O 6.994 -2.437 -3.924
C 1.568 -1.360 -0.371
C 1.654 -2.622 -1.209
C 2.615 -2.514 -2.411
C 2.975 -1.198 -2.785
C 3.372 -0.369 -1.687
C 2.641 -0.512 -0.448
H 0.765 -1.288 0.358
H 2.010 -3.505 -0.643
H 0.628 -2.855 -1.554
H 2.539 -3.325 -3.153
H 2.990 -0.870 -3.823
H 3.906 0.565 -1.891
H 2.903 0.213 0.342
C 1.243 4.030 0.507
C 1.652 2.876 -0.178
C 0.747 1.830 -0.344
C -0.441 1.750 0.421
C -1.216 0.519 0.460
C -1.438 -0.145 -0.848
C -2.794 -0.742 -1.198
C -3.778 0.173 -1.542
C -4.941 -0.239 -2.198
C -5.116 -1.612 -2.462
C -4.160 -2.540 -2.038
C -2.973 -2.113 -1.421
O -0.634 -0.141 -1.789
C -2.313 0.478 1.470
C -2.096 0.916 2.912
C -0.851 1.182 3.497
C -0.758 1.658 4.807
C -1.910 1.818 5.587
C -3.162 1.506 5.030
C -3.254 1.065 3.711
O -3.474 0.172 1.180
C -0.870 2.960 1.029
C -0.046 4.086 1.057
H 1.914 4.888 0.583
H 2.654 2.793 -0.609
H 0.958 1.018 -1.036
H -3.636 1.234 -1.305
H -5.671 0.507 -2.508
H -6.001 -1.941 -3.006
H -4.315 -3.610 -2.209
H -2.200 -2.809 -1.086
H 0.051 1.047 2.894
H 0.218 1.925 5.220
H -1.840 2.162 6.618
H -4.076 1.616 5.617
H -4.235 0.860 3.270
H -1.871 3.015 1.460
H -0.412 5.010 1.520
*
```

Results of the Mulliken charge analysis, in e, for atoms 1 through 2: O -0.358; C 0.243

Below is a molecular structure, C30H22GaN8S3, with properties calculated with wB97M-V/def2-TZVPD.

HOMO in eV: -10.116
Molar mass in g mol⁻¹: 660.49
E in a.u.: -4713.73694
Maximum force in hartree/bohr: 0.012
Gap between HOMO and LUMO in eV: 6.1

Geometry as ORCA input:
```
! RIJCOSX wB97M-V def2-TZVPD def2/J DEFGRID3
* xyz 1 1
Ga 0.135 0.393 -0.278
C 1.171 -4.396 -1.413
C 1.086 -3.466 -0.383
N 0.124 -2.555 -0.336
C -0.754 -2.571 -1.340
C -0.650 -3.488 -2.378
N 0.308 -4.404 -2.417
C -1.880 -1.606 -1.270
C -3.106 -1.887 -1.850
C -4.187 -1.041 -1.638
C -4.012 0.036 -0.774
C -2.765 0.275 -0.238
N -1.709 -0.494 -0.542
C -2.507 1.318 0.789
C -3.421 2.291 1.168
N -3.173 3.130 2.165
C -2.009 3.000 2.788
C -1.070 2.056 2.393
N -1.324 1.225 1.392
C -5.500 -1.316 -2.264
C -6.686 -1.114 -1.569
C -7.886 -1.390 -2.207
N -7.969 -1.830 -3.459
C -6.830 -2.017 -4.120
C -5.579 -1.783 -3.570
H 1.956 -5.141 -1.423
H 1.821 -3.470 0.412
H -1.339 -3.471 -3.213
H -3.241 -2.798 -2.414
H -4.846 0.679 -0.533
H -4.369 2.405 0.659
H -1.809 3.669 3.614
H -0.111 1.968 2.886
H -6.689 -0.780 -0.540
H -8.825 -1.253 -1.684
H -6.919 -2.369 -5.140
H -4.689 -1.932 -4.168
S -0.139 2.493 -1.084
C 1.111 2.420 -2.341
C 1.440 3.607 -2.994
C 2.398 3.630 -3.990
C 3.054 2.457 -4.343
C 2.741 1.275 -3.698
C 1.768 1.237 -2.699
S 1.417 -0.345 -1.977
H 0.927 4.518 -2.713
H 2.634 4.561 -4.488
H 3.806 2.463 -5.120
H 3.250 0.359 -3.969
N 5.764 1.989 3.612
C 5.120 0.813 3.594
S 5.633 -0.487 4.446
C 3.875 0.755 2.742
C 3.240 -0.467 2.552
C 2.114 -0.531 1.767
N 1.579 0.549 1.182
C 2.170 1.735 1.364
C 3.312 1.871 2.132
H 6.607 2.055 4.159
H 5.515 2.770 3.034
H 3.643 -1.356 3.017
H 1.599 -1.464 1.602
H 1.723 2.576 0.848
H 3.721 2.865 2.229
*
```

Results of the Mulliken charge analysis, in e, for atoms 1 through 2: Ga 1.054; C -0.495

Below is a molecular structure, C30H23AlBrN3O4, with properties calculated with wB97M-V/def2-TZVPD.

HOMO in eV: -14.088
Molar mass in g mol⁻¹: 596.42
E in a.u.: -4438.33269
Maximum force in hartree/bohr: 0.057
Gap between HOMO and LUMO in eV: 6.8

Geometry as ORCA input:
```
! RIJCOSX wB97M-V def2-TZVPD def2/J DEFGRID3
* xyz 2 1
Al 10.429 12.057 10.906
C 7.609 15.289 10.795
O 8.619 15.493 11.909
C 9.458 14.522 11.762
N 9.375 13.754 10.731
C 8.448 14.465 9.815
C 9.268 15.225 8.804
C 9.372 16.586 8.745
C 10.368 17.159 7.938
C 11.127 16.335 7.138
C 11.047 14.925 7.184
C 10.088 14.379 7.999
C 10.584 14.329 12.736
C 11.116 15.211 13.678
C 12.348 14.827 14.231
C 13.040 13.699 13.784
C 12.456 12.955 12.800
N 11.250 13.263 12.357
C 12.957 11.786 11.965
N 12.205 11.404 10.961
C 13.008 10.674 10.035
C 14.261 10.384 10.884
O 14.170 11.283 12.019
C 13.224 11.540 8.798
C 12.688 10.901 7.667
C 12.941 11.460 6.401
C 13.696 12.643 6.322
C 14.222 13.294 7.470
C 13.930 12.747 8.707
H 7.321 16.279 10.515
H 6.740 14.795 11.231
H 7.872 13.679 9.325
H 8.709 17.252 9.314
H 10.463 18.245 7.912
H 11.817 16.809 6.451
H 11.780 14.285 6.672
H 10.094 13.273 8.055
H 10.604 16.103 13.976
H 12.730 15.442 15.006
H 13.984 13.399 14.214
H 12.531 9.728 9.710
H 15.172 10.664 10.420
H 14.322 9.374 11.263
H 12.022 10.015 7.738
H 12.570 10.990 5.500
H 13.822 13.084 5.314
H 14.803 14.153 7.342
H 14.286 13.242 9.596
Br 6.511 11.454 9.924
C 6.959 9.642 9.752
C 6.131 8.726 9.091
C 6.439 7.375 9.120
C 7.507 6.926 9.865
C 8.405 7.822 10.437
C 8.167 9.211 10.379
C 9.107 10.318 10.698
O 9.322 10.900 11.819
O 9.798 10.806 9.720
H 5.245 9.069 8.606
H 5.727 6.705 8.575
H 7.728 5.866 9.972
H 9.298 7.424 10.962
*
```

Results of the Mulliken charge analysis, in e, for atoms 1 through 2: Al 0.633; C -0.800

Below is a molecular structure, C30H23ClN3O9P3Re, with properties calculated with wB97M-V/def2-TZVPD.

HOMO (spin up / spin down) in eV: -13.093 / -12.722
⟨S²⟩: 0.754
ΔE to the lowest compared entry with this formula, charge and spin in kJ/mol: 189.5
Molar mass in g mol⁻¹: 884.11
E in a.u.: -3560.63239
Maximum force in hartree/bohr: 0.032
Gap between HOMO and LUMO (spin up / spin down) in eV: 7.2 / 6.9

Geometry as ORCA input:
```
! RIJCOSX wB97M-V def2-TZVPD def2/J DEFGRID3
* xyz 2 2
Re 0.200 0.385 0.533
O 4.254 6.232 0.207
N 4.866 5.225 0.495
O 6.013 5.171 0.865
C 4.151 3.938 0.339
C 4.898 2.870 0.013
C 4.275 1.616 -0.284
C 4.987 0.483 -0.703
C 4.295 -0.649 -1.047
C 2.900 -0.643 -0.978
N 2.207 0.396 -0.543
C 2.887 1.513 -0.182
C 2.130 2.612 0.298
N 0.821 2.367 0.514
C 0.058 3.377 0.924
C 0.559 4.652 1.162
C 1.898 4.900 0.984
C 2.724 3.857 0.527
H 5.974 2.969 -0.051
H 6.067 0.522 -0.768
H 4.809 -1.536 -1.389
H 2.331 -1.505 -1.292
H -0.988 3.155 1.093
H -0.107 5.432 1.504
H 2.305 5.877 1.190
O -1.616 0.215 2.390
P -0.360 -0.318 3.282
O -0.600 -0.315 4.708
O 0.825 0.300 2.572
O -0.434 -1.945 2.734
P 0.016 -2.419 1.329
O -0.131 -3.974 1.286
O 1.231 -1.832 0.749
O -1.191 -1.945 0.345
H -2.343 0.475 2.974
H 0.405 -4.475 1.918
Cl -1.563 0.674 -1.095
C -3.139 0.304 -0.390
C -3.965 1.368 -0.104
C -5.251 1.126 0.371
C -5.701 -0.170 0.557
C -4.858 -1.240 0.286
C -3.568 -1.018 -0.185
P -2.473 -2.391 -0.515
C -1.972 -2.356 -2.210
C -2.902 -1.949 -3.169
C -2.498 -1.800 -4.485
C -1.177 -2.058 -4.834
C -0.263 -2.490 -3.881
C -0.653 -2.645 -2.562
C -3.027 -3.947 0.078
C -3.313 -4.097 1.442
C -3.673 -5.342 1.916
C -3.753 -6.423 1.041
C -3.476 -6.268 -0.311
C -3.106 -5.026 -0.803
H -3.619 2.380 -0.269
H -5.901 1.963 0.590
H -6.708 -0.353 0.906
H -5.204 -2.255 0.437
H -3.929 -1.746 -2.886
H -3.206 -1.469 -5.232
H -0.861 -1.919 -5.860
H 0.759 -2.698 -4.170
H 0.055 -2.979 -1.813
H -3.237 -3.252 2.118
H -3.896 -5.474 2.967
H -4.037 -7.396 1.421
H -3.550 -7.112 -0.982
H -2.880 -4.895 -1.853
*
```

Results of the Mulliken charge analysis, in e, for atoms 1 through 2: Re 0.531; O -0.562

Below is a molecular structure, C30H24AsBClF7IN8O9S2Ti, with properties calculated with wB97M-V/def2-TZVPD.

HOMO (spin up / spin down) in eV: -2.464 / -2.472
⟨S²⟩: 0.783
ΔE to the lowest compared entry with this formula, charge and spin in kJ/mol: 162.7
Molar mass in g mol⁻¹: 1133.65
E in a.u.: -7636.73746
Maximum force in hartree/bohr: 0.057
Gap between HOMO and LUMO (spin up / spin down) in eV: 5.8 / 5.9

Geometry as ORCA input:
```
! RIJCOSX wB97M-V def2-TZVPD def2/J DEFGRID3
* xyz -2 2
Ti 0.628 -0.701 -0.392
C 1.038 3.920 2.443
N 2.097 3.894 1.470
C 3.435 3.647 1.741
C 4.077 3.685 0.561
N 3.159 3.932 -0.437
B 3.533 4.142 -1.925
N 2.733 3.229 -2.930
C 2.386 3.686 -4.180
C 1.918 2.658 -4.911
N 1.969 1.545 -4.099
C 1.658 0.191 -4.496
C 2.440 1.900 -2.869
S 2.681 0.798 -1.573
C 1.928 4.052 0.120
S 0.453 4.417 -0.637
H 1.430 4.273 3.398
H 0.614 2.926 2.566
H 0.253 4.585 2.088
H 3.799 3.464 2.739
H 5.120 3.539 0.337
H 4.710 3.861 -2.045
H 3.288 5.298 -2.207
H 2.504 4.724 -4.445
H 1.524 2.616 -5.913
H 1.183 0.204 -5.477
H 0.990 -0.261 -3.787
H 2.567 -0.414 -4.526
Cl -5.405 3.656 0.154
C -3.950 2.736 -0.143
C -3.477 2.650 -1.412
C -2.307 1.926 -1.666
I -1.702 1.692 -3.645
C -1.553 1.303 -0.685
O -0.448 0.649 -0.997
C -2.089 1.374 0.661
N -1.427 0.732 1.646
C -1.911 0.754 2.860
C -3.079 1.444 3.216
C -3.770 2.108 2.249
C -3.294 2.091 0.924
H -4.005 3.139 -2.218
H -1.343 0.201 3.604
H -3.418 1.448 4.245
H -4.682 2.635 2.486
O 1.431 0.030 1.020
C 1.506 -0.545 2.190
C 0.653 -1.594 2.616
C 0.808 -2.132 3.900
C 0.003 -3.157 4.341
C -0.989 -3.697 3.517
C -1.171 -3.174 2.257
C -0.377 -2.135 1.771
O -0.579 -1.683 0.540
N 0.176 -3.678 5.685
O 0.996 -3.157 6.410
O -0.515 -4.611 6.039
H 2.272 -0.175 2.864
H 1.590 -1.754 4.546
H -1.596 -4.511 3.883
H -1.943 -3.567 1.605
F -4.410 -0.514 -0.986
C -3.966 -1.776 -0.988
C -2.738 -2.050 -1.442
N -2.242 -3.330 -1.493
C -0.857 -3.623 -1.902
C -0.264 -2.469 -2.717
O -0.479 -2.414 -3.910
O 0.452 -1.621 -2.037
C -3.004 -4.404 -1.082
O -2.622 -5.558 -1.125
N -4.265 -4.069 -0.623
C -4.863 -2.810 -0.533
O -6.001 -2.693 -0.131
H -2.097 -1.254 -1.798
H -0.880 -4.515 -2.516
H -0.240 -3.811 -1.025
H -4.828 -4.849 -0.324
F 1.776 -2.570 0.152
As 3.568 -2.702 -0.069
F 3.829 -1.069 0.356
F 3.720 -3.112 1.607
F 5.263 -2.894 -0.343
F 3.329 -4.381 -0.429
F 3.302 -2.323 -1.715
*
```

Results of the Mulliken charge analysis, in e, for atoms 1 through 2: Ti -0.561; C -0.984